Record 1
129
Properties=species:S:1:pos:R:3:lowdin_charge:R:1 method="wB97M-V/def2-TZVPD" smiles="CCCCCCCCCCCCCCC[Si@H](CCCCOC=O)[PH2]=N.CC(C)O.CC(C)O.CC(C)O.CC(C)O.CC(C)O" homo_ev=-8.654 orbital_gap_ev=9.1 lumo_ev=0.485 energy_ha=-2596.13238 charge=0
C -1.558 -2.656 8.794 -0.105
C -2.711 -2.629 7.796 -0.259
C -3.072 -3.980 7.214 -0.205
C -2.269 -4.505 6.017 -0.192
C -1.394 -3.531 5.257 -0.210
C -0.040 -3.225 5.898 -0.201
C 1.136 -3.417 4.958 -0.214
C 1.008 -2.677 3.651 -0.225
C 2.241 -2.718 2.765 -0.204
C 1.937 -2.416 1.305 -0.220
C 1.747 -3.641 0.443 -0.207
C 1.042 -3.356 -0.883 -0.189
C 1.915 -3.360 -2.134 -0.202
C 1.998 -2.017 -2.846 -0.303
C 2.359 -2.081 -4.328 -0.317
Si 1.775 -0.579 -5.296 0.564
C 2.679 -0.365 -6.896 -0.305
C 2.131 0.804 -7.740 -0.250
C 1.812 0.412 -9.179 -0.170
C 0.385 -0.035 -9.368 -0.193
O -0.450 0.900 -8.685 -0.067
C -1.779 0.775 -8.943 -0.203
O -2.647 1.783 -9.082 -0.023
P 2.060 1.306 -4.057 0.596
N 1.315 2.603 -4.594 -0.355
H -1.101 -3.634 8.832 0.064
H -1.909 -2.434 9.790 0.064
H -0.783 -1.945 8.557 0.059
H -3.588 -2.283 8.326 0.100
H -2.534 -1.894 7.023 0.083
H -2.977 -4.682 8.032 0.102
H -4.117 -3.984 6.941 0.087
H -2.994 -4.868 5.300 0.099
H -1.680 -5.366 6.303 0.105
H -1.230 -3.963 4.281 0.096
H -1.954 -2.623 5.072 0.093
H 0.080 -3.856 6.768 0.101
H -0.017 -2.203 6.257 0.104
H 1.304 -4.471 4.771 0.116
H 2.024 -3.051 5.461 0.113
H 0.783 -1.643 3.878 0.100
H 0.193 -3.092 3.074 0.104
H 2.683 -3.704 2.845 0.109
H 2.964 -2.011 3.149 0.109
H 1.016 -1.852 1.277 0.089
H 2.710 -1.794 0.873 0.112
H 2.718 -4.082 0.261 0.106
H 1.178 -4.363 1.016 0.109
H 0.228 -4.056 -0.999 0.106
H 0.588 -2.376 -0.804 0.090
H 1.559 -4.096 -2.841 0.103
H 2.914 -3.650 -1.838 0.106
H 1.038 -1.527 -2.725 0.084
H 2.732 -1.398 -2.345 0.102
H 1.910 -2.962 -4.766 0.069
H 3.431 -2.169 -4.452 0.070
H 0.329 -0.782 -5.560 0.001
H 3.718 -0.181 -6.661 0.055
H 2.621 -1.290 -7.451 0.074
H 2.828 1.625 -7.729 0.109
H 1.221 1.194 -7.309 0.061
H 2.015 1.237 -9.844 0.116
H 2.439 -0.420 -9.468 0.113
H 0.139 -0.051 -10.420 0.127
H 0.229 -1.036 -8.982 0.125
H -2.087 -0.279 -8.903 0.139
H 1.725 1.037 -2.729 -0.049
H 3.458 1.480 -3.985 -0.048
H 0.767 2.410 -5.414 -0.070
C -5.853 -0.381 4.586 -0.049
C -4.858 -1.530 4.510 -0.488
C -4.315 -1.696 3.101 -0.045
O -5.453 -2.739 4.997 -0.054
H -6.707 -0.583 3.934 0.084
H -6.224 -0.261 5.603 0.082
H -5.392 0.555 4.266 0.060
H -4.032 -1.337 5.196 0.121
H -5.127 -1.935 2.408 0.085
H -3.592 -2.511 3.062 0.074
H -3.825 -0.789 2.753 0.064
H -6.183 -2.946 4.412 0.081
C -1.637 2.362 0.953 -0.056
C -1.453 1.182 1.892 -0.492
C -0.010 1.061 2.356 -0.047
O -1.908 -0.025 1.279 -0.053
H -1.027 2.244 0.052 0.083
H -2.679 2.440 0.642 0.080
H -1.344 3.297 1.435 0.078
H -2.102 1.304 2.759 0.117
H 0.647 0.896 1.499 0.079
H 0.100 0.217 3.035 0.058
H 0.320 1.965 2.868 0.083
H -1.371 -0.193 0.502 0.078
C -5.747 3.908 2.561 -0.055
C -5.079 3.563 3.883 -0.501
C -4.827 4.799 4.732 -0.058
O -3.868 2.839 3.663 -0.065
H -5.099 4.567 1.975 0.082
H -5.925 3.006 1.977 0.079
H -6.698 4.417 2.717 0.080
H -5.712 2.869 4.437 0.124
H -4.156 5.484 4.205 0.081
H -4.357 4.526 5.676 0.079
H -5.754 5.331 4.945 0.080
H -3.273 3.410 3.173 0.069
C 0.515 7.302 -2.864 -0.065
C 0.459 6.129 -1.896 -0.513
C 1.841 5.786 -1.357 -0.066
O -0.143 4.994 -2.502 -0.067
H 1.138 7.045 -3.724 0.081
H -0.483 7.540 -3.231 0.077
H 0.934 8.192 -2.392 0.076
H -0.200 6.382 -1.063 0.132
H 2.496 5.487 -2.179 0.079
H 1.779 4.953 -0.656 0.072
H 2.296 6.637 -0.847 0.075
H 0.408 4.718 -3.246 0.051
C 6.643 1.473 -5.583 -0.058
C 6.658 0.259 -4.666 -0.506
C 8.047 -0.018 -4.113 -0.059
O 6.134 -0.891 -5.333 -0.062
H 7.295 1.300 -6.443 0.083
H 5.636 1.661 -5.956 0.065
H 6.992 2.367 -5.066 0.083
H 5.969 0.427 -3.838 0.125
H 8.739 -0.232 -4.932 0.082
H 8.030 -0.882 -3.451 0.080
H 8.432 0.838 -3.559 0.081
H 6.709 -1.090 -6.075 0.084



Record 2
149
Properties=species:S:1:pos:R:3:lowdin_charge:R:1 method="wB97M-V/def2-TZVPD" homo_ev=-8.564 orbital_gap_ev=7.1 lumo_ev=-1.437 energy_ha=-5792.58022 charge=0
C -1.454 1.551 -3.371 -0.057
C -1.521 1.529 -1.873 -0.185
N -0.402 0.814 -1.277 -0.057
C 0.834 1.417 -0.965 0.025
C 1.724 0.388 -0.695 -0.001
N 1.087 -0.835 -0.836 -0.096
C -0.269 -0.533 -1.055 0.071
C 1.625 -2.070 -0.454 -0.015
H -0.449 1.670 -3.776 0.086
H -2.034 2.357 -3.820 0.089
H -1.914 0.614 -3.684 0.086
H -2.416 0.970 -1.599 0.133
H -1.552 2.508 -1.395 0.132
H 0.819 2.495 -1.042 0.138
H 2.791 0.480 -0.555 0.136
H -0.958 -1.325 -1.308 0.171
H 0.963 -2.630 0.206 0.118
H 2.538 -1.936 0.127 0.109
H 1.834 -2.654 -1.350 0.116
As -2.267 -8.033 -1.510 0.879
F -0.929 -7.775 -0.443 -0.275
F -3.095 -6.601 -0.721 -0.343
F -3.737 -8.397 -2.510 -0.320
F -1.431 -9.379 -2.362 -0.303
F -3.127 -9.075 -0.315 -0.314
F -1.592 -6.904 -2.737 -0.323
C 2.470 -4.365 7.447 -0.066
C 1.957 -4.616 8.827 -0.274
O 0.939 -3.752 9.191 0.039
C 1.031 -2.896 10.227 -0.534
O 2.052 -2.703 10.995 0.036
O -0.102 -2.299 10.318 0.028
C -0.280 -1.350 11.384 -0.018
H 3.176 -5.136 7.137 0.084
H 3.015 -3.422 7.411 0.083
H 1.557 -4.367 6.851 0.081
H 2.847 -4.439 9.432 0.118
H 1.656 -5.644 9.030 0.132
H -0.656 -1.961 12.204 0.102
H -1.075 -0.656 11.110 0.092
H 0.554 -0.721 11.694 0.098
C -0.535 10.800 -5.959 -0.076
C -1.236 9.546 -6.351 -0.167
O -0.217 8.638 -6.912 -0.006
C 0.380 7.655 -6.213 -0.662
O 0.031 7.340 -5.099 0.106
O 1.423 7.312 -6.849 0.033
C 2.319 6.317 -6.303 -0.001
H -0.253 11.452 -6.785 0.078
H 0.461 10.691 -5.528 0.084
H -1.180 11.367 -5.288 0.082
H -1.913 9.721 -7.187 0.125
H -1.602 8.930 -5.530 0.116
H 3.231 6.212 -6.891 0.097
H 1.707 5.417 -6.256 0.098
H 2.637 6.559 -5.289 0.094
C -1.211 2.102 4.513 -0.056
C -1.622 0.732 5.124 -0.226
O -2.432 -0.062 4.335 0.032
C -3.756 0.115 4.159 -0.551
O -4.536 0.936 4.760 0.046
O -4.134 -0.732 3.280 0.024
C -5.516 -0.986 2.988 -0.003
H -1.095 2.795 5.346 0.074
H -1.900 2.562 3.804 0.069
H -0.307 2.124 3.906 0.062
H -1.946 0.868 6.156 0.125
H -0.683 0.187 5.215 0.119
H -6.002 -0.018 3.109 0.087
H -6.037 -1.802 3.487 0.107
H -5.612 -1.133 1.912 0.093
C 5.330 5.878 1.994 -0.167
O 4.075 6.400 1.913 -0.180
C 3.948 7.817 1.738 -0.163
C 2.437 8.309 1.570 -0.245
N 1.550 8.026 2.600 -0.055
C 0.386 8.903 2.533 -0.220
C 0.544 10.233 3.179 -0.261
O 0.974 10.134 4.524 -0.178
C 1.375 11.423 5.053 -0.082
H 5.349 4.788 2.019 0.086
H 5.829 6.069 2.943 0.082
H 5.990 6.263 1.217 0.088
H 4.355 8.226 0.813 0.108
H 4.542 8.282 2.524 0.116
H 2.062 7.846 0.658 0.115
H 2.424 9.347 1.237 0.108
H 2.005 8.258 3.472 0.108
H -0.451 8.416 3.032 0.117
H -0.054 8.950 1.537 0.128
H -0.487 10.583 3.130 0.121
H 1.126 10.948 2.598 0.119
H 0.731 12.245 4.740 0.085
H 2.424 11.607 4.822 0.086
H 1.260 11.364 6.135 0.084
C 4.228 -7.413 -5.840 -0.099
O 5.004 -7.927 -4.765 -0.190
C 4.363 -8.803 -3.905 -0.237
C 5.384 -9.165 -2.802 -0.230
N 5.249 -8.260 -1.711 -0.055
C 6.281 -8.587 -0.655 -0.195
C 5.908 -7.805 0.608 -0.222
O 4.604 -8.211 1.057 -0.194
C 4.595 -9.436 1.817 -0.095
H 4.758 -6.684 -6.453 0.085
H 3.402 -6.866 -5.384 0.079
H 3.742 -8.181 -6.442 0.084
H 3.891 -9.669 -4.370 0.118
H 3.467 -8.309 -3.529 0.119
H 6.416 -9.170 -3.152 0.123
H 5.104 -10.160 -2.458 0.111
H 4.319 -8.480 -1.385 0.103
H 7.241 -8.170 -0.958 0.117
H 6.330 -9.646 -0.401 0.102
H 6.037 -6.752 0.360 0.117
H 6.673 -8.074 1.336 0.109
H 3.525 -9.611 1.929 0.095
H 5.220 -9.508 2.707 0.084
H 4.944 -10.290 1.236 0.071
C -3.072 -6.345 4.690 -0.133
O -4.443 -6.202 4.152 -0.134
H -2.920 -7.344 5.098 0.067
H -2.210 -6.077 4.080 0.069
H -2.978 -5.695 5.560 0.064
H -4.561 -6.663 3.318 0.067
C -4.512 1.018 -10.881 -0.204
O -4.703 -0.327 -11.089 -0.110
H -4.032 1.420 -11.773 0.079
H -5.419 1.556 -10.608 0.079
H -3.737 1.073 -10.117 0.079
H -5.000 -0.379 -12.001 0.077
C -1.294 -3.462 -6.874 -0.158
O -0.586 -3.092 -5.681 -0.136
H -0.873 -4.401 -7.231 0.076
H -2.370 -3.557 -6.727 0.077
H -1.116 -2.789 -7.712 0.073
H -0.842 -3.783 -5.066 0.067
C -7.055 4.229 1.569 -0.156
O -5.712 4.450 2.048 -0.124
H -7.842 4.580 2.238 0.072
H -7.273 4.765 0.645 0.071
H -7.228 3.189 1.294 0.070
H -5.514 3.824 2.749 0.064
C -7.402 -2.032 -4.806 -0.171
O -7.936 -1.031 -3.931 -0.115
H -6.672 -2.596 -4.227 0.075
H -8.125 -2.757 -5.182 0.078
H -6.827 -1.713 -5.675 0.068
H -8.830 -0.960 -4.273 0.065



Record 3
132
Properties=species:S:1:pos:R:3:lowdin_charge:R:1 method="wB97M-V/def2-TZVPD" smiles=CC1(C)CCCC(C)(C)N1O.CC1(C)CCCC(C)(C)N1O.CC1(C)CCCC(C)(C)N1O.CCO.CCO.CCO.CCO.O.O homo_ev=-8.017 orbital_gap_ev=8.4 de_lowest_kcal_mol=67.3 lumo_ev=0.394 energy_ha=-2225.70541 charge=0
O 12.022 9.666 12.466 -0.090
H 12.659 10.426 12.465 0.029
H 11.530 9.784 13.310 -0.006
O 10.936 10.084 14.843 -0.017
H 11.314 10.787 15.404 0.063
H 10.025 10.157 15.067 0.027
C 11.316 14.337 9.894 -0.065
C 11.604 12.786 9.904 -0.355
O 10.818 12.285 10.883 -0.077
H 11.826 14.691 10.752 0.017
H 10.254 14.564 10.112 0.080
H 11.704 14.993 9.112 0.072
H 12.724 12.612 10.190 0.133
H 11.392 12.438 8.889 0.101
H 10.986 11.337 10.978 0.073
C 13.834 14.201 13.894 -0.065
C 13.264 12.812 14.035 -0.292
O 13.874 11.835 13.157 -0.098
H 13.626 14.840 14.717 0.054
H 13.436 14.661 13.003 0.062
H 14.908 14.044 13.787 0.089
H 12.199 12.863 13.927 0.095
H 13.439 12.362 15.009 0.107
H 14.252 12.350 12.405 0.100
C 6.219 13.472 13.222 -0.100
C 7.616 13.560 12.739 -0.345
O 8.568 12.850 13.506 -0.097
H 5.881 12.396 13.282 0.091
H 5.492 14.026 12.583 0.086
H 5.983 13.783 14.298 0.095
H 7.892 14.622 12.647 0.088
H 7.765 13.102 11.740 0.128
H 8.882 12.206 12.836 0.096
C 9.745 12.518 17.547 -0.094
C 8.271 12.259 17.135 -0.290
O 8.072 11.382 16.041 -0.090
H 10.252 13.360 16.983 0.081
H 10.284 11.604 17.556 0.052
H 9.708 12.877 18.530 0.046
H 7.788 13.225 16.986 0.102
H 7.936 11.648 18.044 0.134
H 8.260 11.847 15.218 0.033
C 8.756 18.208 16.982 -0.044
C 8.996 17.684 15.570 -0.498
C 8.076 18.509 14.628 -0.137
C 8.376 18.229 13.145 -0.159
C 9.924 18.535 13.027 -0.121
C 10.855 17.619 13.878 -0.491
N 10.398 17.965 15.243 -0.049
O 11.266 17.110 16.067 -0.091
C 10.774 16.109 13.564 -0.013
C 12.323 18.149 13.773 -0.017
C 8.556 16.188 15.638 -0.026
H 9.330 17.643 17.670 0.066
H 7.710 18.095 17.304 0.099
H 9.026 19.187 17.092 0.055
H 6.942 18.369 14.790 0.150
H 8.286 19.548 14.705 0.099
H 7.821 18.942 12.466 0.123
H 8.130 17.230 12.806 0.080
H 10.135 19.586 13.181 0.111
H 10.223 18.340 11.999 0.111
H 11.178 15.476 14.365 0.080
H 9.737 15.801 13.284 0.058
H 11.457 16.045 12.703 0.068
H 12.814 17.916 12.841 0.077
H 12.295 19.220 13.956 0.081
H 12.864 17.668 14.592 0.067
H 9.222 15.671 16.366 0.080
H 8.513 15.626 14.663 0.064
H 7.645 16.150 16.225 0.075
H 11.836 17.632 16.677 0.115
C 12.773 9.610 8.410 -0.022
C 13.827 8.411 8.471 -0.483
C 15.046 8.752 7.638 -0.149
C 16.171 7.704 7.730 -0.169
C 16.650 7.695 9.217 -0.125
C 15.436 7.382 10.181 -0.510
N 14.257 8.209 9.863 -0.104
O 13.198 7.682 10.615 -0.057
C 15.187 5.894 10.032 -0.033
C 15.771 7.809 11.642 -0.030
C 13.093 7.180 7.872 -0.026
H 12.186 9.677 7.434 0.102
H 13.277 10.565 8.418 0.049
H 12.123 9.604 9.276 0.060
H 14.700 8.816 6.598 0.121
H 15.513 9.744 7.924 0.135
H 17.112 8.001 7.182 0.124
H 15.877 6.693 7.541 0.077
H 16.915 8.709 9.615 0.121
H 17.391 6.912 9.356 0.107
H 15.007 5.714 8.998 0.044
H 16.132 5.375 10.186 0.089
H 14.396 5.467 10.580 0.072
H 16.016 8.855 11.668 0.058
H 14.863 7.558 12.263 0.095
H 16.739 7.345 12.050 0.105
H 13.857 6.456 7.517 0.075
H 12.493 7.397 7.013 0.067
H 12.411 6.804 8.592 0.071
H 13.093 8.336 11.354 0.077
C 16.477 15.884 19.244 -0.038
C 15.003 15.525 19.487 -0.488
C 14.305 15.403 18.098 -0.114
C 13.104 14.491 18.200 -0.183
C 13.353 13.091 18.801 -0.137
C 13.944 13.208 20.160 -0.511
N 15.061 14.189 20.064 -0.104
O 15.525 14.406 21.343 -0.046
C 12.966 13.606 21.266 -0.027
C 14.519 11.814 20.537 -0.018
C 14.367 16.596 20.405 -0.008
H 16.538 16.763 18.661 0.066
H 16.995 15.104 18.754 0.071
H 17.131 16.170 20.094 0.095
H 14.085 16.267 17.514 0.099
H 15.008 14.878 17.417 0.125
H 12.668 14.360 17.236 0.085
H 12.371 14.850 18.894 0.099
H 14.089 12.674 18.082 0.135
H 12.447 12.552 18.686 0.095
H 13.391 13.627 22.253 0.076
H 12.521 14.557 21.023 0.064
H 12.206 12.816 21.328 0.105
H 15.379 11.610 19.950 0.074
H 14.734 11.786 21.641 0.098
H 13.766 11.051 20.388 0.079
H 14.169 17.446 19.768 0.083
H 15.005 16.935 21.184 0.072
H 13.428 16.206 20.778 0.062
H 14.724 14.556 21.912 0.087